This record from the Open Molecules 2025 dataset describes C27H36N4S4W as an isolated structure. The level of theory is ωB97M-V/def2-TZVPD.

Geometry as XYZ:
```
72
Properties=species:S:1:pos:R:3:forces:R:3:mulliken_charge:R:1
H -4.462 -1.450 0.812 0.0 0.0 0.0 0.65
H 3.721 0.370 -4.757 0.0 0.0 0.0 0.53
C 3.575 -0.314 -2.719 0.0 0.0 0.0 -1.09
H -3.079 -2.299 2.771 0.0 0.0 0.0 0.68
N -0.219 1.800 -1.037 0.1 0.3 -0.1 0.27
H 0.658 3.701 -1.276 0.0 0.0 0.0 0.50
N 1.464 0.013 -1.620 0.2 0.1 -0.2 0.89
H 1.341 -3.415 2.173 0.0 0.0 0.0 0.46
H 2.085 3.803 0.562 0.0 0.0 0.0 0.77
C -2.616 -1.835 -2.423 0.0 0.0 0.0 -0.98
C 3.118 2.196 2.135 0.0 0.0 0.0 -1.05
C 0.719 -3.571 1.291 -0.1 0.0 0.0 -1.21
S -2.730 -0.196 -0.226 -0.2 0.0 0.0 0.55
H 3.687 -0.812 3.536 0.0 0.0 0.0 0.57
C -2.251 3.240 2.980 0.0 0.0 0.0 -0.77
S -0.936 -1.606 2.005 0.0 -0.1 0.1 0.31
H 1.483 -4.364 -1.335 0.0 0.0 0.0 0.70
H 1.818 -1.321 2.103 0.0 0.0 0.0 0.23
H 1.447 1.412 -4.688 0.0 0.0 0.0 0.61
N 1.604 0.556 1.246 0.2 0.2 0.2 1.23
C -0.324 -3.357 -2.005 0.1 0.0 0.0 -1.00
H -1.394 -3.652 0.786 0.0 0.0 0.0 0.23
C 1.368 2.982 0.610 0.0 0.0 0.0 -1.49
H -2.760 3.975 3.590 0.0 0.0 0.0 0.53
S 1.329 -2.419 0.018 0.1 -0.1 0.1 0.31
H -3.173 -2.530 0.259 0.0 0.0 0.0 0.43
C -3.380 -1.579 0.747 0.0 0.0 0.1 -1.05
C 2.215 -0.321 2.082 0.0 -0.1 0.1 -0.13
H -2.938 -2.755 -1.936 0.0 0.0 0.0 0.51
H -4.407 -0.784 -1.801 0.0 0.0 0.0 0.62
C -0.204 1.499 -2.494 0.0 0.0 0.0 -1.26
C 2.049 1.842 1.319 0.0 0.1 0.0 1.09
H -1.410 2.134 4.636 0.0 0.0 0.0 0.60
H 3.441 3.228 2.145 0.0 0.0 0.0 0.60
H 3.112 -0.873 -0.713 0.0 0.0 0.0 0.53
H 4.586 -0.691 -2.652 0.0 0.0 0.0 0.56
C 0.940 2.751 -0.817 0.0 0.0 0.0 -0.87
H -1.029 -3.930 2.498 0.0 0.0 0.0 0.68
W -0.088 -0.183 -0.006 -0.3 -0.4 -0.1 0.46
H -2.767 4.154 1.098 0.0 0.0 0.0 0.61
H 0.929 -4.582 0.940 0.0 0.0 0.0 0.59
C -1.616 2.376 0.843 0.0 0.0 -0.1 1.16
C -1.467 2.506 -0.642 0.0 0.0 0.0 -2.06
H -2.971 -0.553 2.615 0.0 0.0 0.0 0.34
H -0.312 0.491 3.189 0.0 0.0 0.0 0.50
C -0.745 -3.363 1.609 0.1 0.0 0.0 -0.63
C -0.900 1.284 2.751 0.0 0.0 0.0 -0.33
H -1.412 3.560 -0.925 0.0 0.0 0.0 0.74
H -2.317 2.088 -1.185 0.0 0.0 0.0 0.62
H -1.108 0.952 -2.762 0.0 0.0 0.0 0.35
C -1.514 2.215 3.562 0.0 0.0 0.0 -1.24
H -2.797 -1.944 -3.494 0.0 0.0 0.0 0.61
H 1.797 2.378 -1.370 0.0 0.0 0.0 0.49
H 1.774 -2.894 -2.246 0.0 0.0 0.0 0.30
C 2.742 -0.425 -1.623 0.0 -0.1 0.1 -0.53
H 4.591 1.548 3.563 0.0 0.0 0.0 0.49
H -0.999 -3.883 -1.331 0.0 0.0 0.0 0.46
C 3.757 1.266 2.934 0.0 0.0 0.0 -0.87
C -2.273 3.330 1.595 0.0 0.0 0.0 -1.06
N -0.985 1.313 1.402 0.0 0.2 0.1 0.93
C 3.098 0.285 -3.876 0.0 0.0 0.0 -0.77
C 1.823 0.842 -3.848 0.0 0.0 0.0 -1.02
C -2.745 -1.495 2.114 -0.1 0.0 0.0 -1.04
C 3.268 -0.033 2.915 0.0 0.0 0.0 -1.11
S -0.829 -1.624 -2.174 -0.1 -0.1 -0.1 0.53
H 0.563 3.368 1.239 0.0 0.0 0.0 0.36
C 1.104 -3.357 -1.520 0.0 0.0 -0.1 -1.01
H -3.198 0.260 -2.504 0.0 0.0 0.0 0.38
H -0.187 2.421 -3.082 0.0 0.0 0.0 0.73
H -0.391 -3.823 -2.990 0.0 0.1 0.0 0.60
C 1.054 0.713 -2.714 -0.1 0.0 0.0 0.81
C -3.329 -0.623 -1.878 0.0 0.0 0.0 -1.09
```
Positions in Å, forces in eV/Å.

Summary:
- HOMO energy (alpha / beta) (hartree) = -0.7343 / -0.7343
- energy above the lowest of the compared OMol25 structures with the same formula, charge and spin (kcal/mol) = 3.73
- HOMO-LUMO gap (alpha / beta) (eV) = 7.6 / 7.6
- net charge = +4